Here is a single C7H10NP molecule from the Open Molecules 2025 dataset. Energies are from wB97M-V/def2-TZVPD.

Structure (XYZ):
```
19
Properties=species:S:1:pos:R:3
C 1.336 0.782 -0.738
C 0.682 0.283 -1.869
C 0.615 -1.026 0.806
C -0.560 -1.092 1.888
C -0.744 1.047 0.961
C 0.820 0.471 0.613
C -1.428 0.160 1.836
N -1.654 -0.102 -3.027
P -0.857 -0.662 -1.862
H 2.086 1.566 -0.858
H 1.128 0.410 -2.925
H 1.609 -1.394 1.285
H 0.400 -1.593 -0.088
H -1.146 -1.998 1.992
H -0.272 -1.017 2.960
H -0.752 2.096 1.179
H -1.248 0.691 0.084
H 1.410 0.813 1.478
H -1.424 0.564 -3.715
```

Calculated values
Energy above the lowest of the compared OMol25 structures with the same formula, charge and spin = 106.0 kcal per mole
E_tot = -668.617400 Ha
Frontier orbital gap = 7.70 eV
E_HOMO = -8.293 eV
LUMO energy = -0.593 eV

Here are the natural (NBO) charges for atoms 1 to 6, given in e: -0.12, -0.65, -0.42, -0.59, -0.56, -0.30